No. 1
This record from OMol25 describes a cluster of 3 separate species, C5H16N2O3 in total in a non-equilibrium geometry. The level of theory is the ωB97M-V functional and the def2-TZVPD basis.

```
26
Properties=species:S:1:pos:R:3
C -1.9954 -0.8553 -0.2389
C -0.6549 -0.1869 0.0831
N 0.2414 0.1297 -1.0248
C -0.3641 0.8195 -2.1437
C 1.3768 -0.6153 -1.2754
O 1.8473 -0.6704 -2.3947
C 2.0970 -1.1296 -0.0365
N 1.5765 -2.4259 0.3795
H -1.8608 -1.8510 -0.6404
H -2.6059 -0.8385 0.6632
H -2.5724 -0.2614 -0.9549
H -0.9007 0.7936 0.4772
H -0.2004 -0.8594 0.7817
H -0.8304 0.1246 -2.8529
H -1.2054 1.4559 -1.8628
H 0.4059 1.4013 -2.6460
H 3.1483 -1.1855 -0.3333
H 2.0207 -0.3993 0.7627
H 1.3728 -3.0397 -0.3943
H 2.1600 -2.8625 1.0728
O -0.1500 3.0513 1.3586
H -1.0973 2.8684 1.3257
H 0.1096 2.9514 0.4319
O -0.6991 1.2713 3.5769
H -0.4888 0.4620 3.0853
H -0.7305 1.8517 2.7999
```

Results
SMILES   CCN(C)C(=O)CN.O.O
Spin multiplicity   1
LUMO energy   0.38 eV



No. 2
This record from OMol25 describes a structure of composition C5H16N2S in a non-equilibrium geometry. The level of theory is the ωB97M-V functional and the def2-TZVPD basis.

```
24
Properties=species:S:1:pos:R:3
C -0.6576 -2.5128 1.8600
C 0.3723 -2.4301 0.7191
C 1.5686 -1.5986 1.2382
S 1.0539 0.1722 1.9290
H -0.1726 -2.8226 2.8028
H -1.5409 -3.1285 1.6880
H -0.9639 -1.4690 2.0277
H 0.7402 -3.4229 0.4412
H -0.0533 -1.9452 -0.1563
H 2.1208 -1.3611 0.3370
H 2.1925 -2.0836 1.9905
N 1.4302 2.1955 -1.1524
C -0.0137 2.4620 -1.2326
C -0.8568 1.2130 -1.4847
N -2.2755 1.5549 -1.4769
H 0.9499 0.3990 0.2190
H 1.8980 3.0665 -1.3974
H 1.5884 1.7749 -0.2220
H -0.4334 3.0321 -0.3963
H -0.1697 3.1338 -2.0881
H -0.5504 0.7466 -2.4317
H -0.6991 0.4218 -0.7474
H -2.8799 0.8767 -1.9199
H -2.6482 1.7253 -0.5467
```

Results
Spin multiplicity   1
LUMO energy   0.24 eV



No. 3
This record from OMol25 describes a cluster of 2 separate species, C5H16N3 in total in a non-equilibrium geometry. The level of theory is the ωB97M-V functional and the def2-TZVPD basis.

```
24
Properties=species:S:1:pos:R:3
C 2.1941 0.9016 0.8306
C 1.4697 -0.0095 1.7837
C -0.8703 0.4148 2.1862
N 0.0377 -0.1218 1.4418
H 2.2295 0.5238 -0.1769
H 1.8398 1.9026 0.9061
H 3.2262 0.9762 1.1077
H 1.8805 -1.0174 1.7235
H 1.4907 0.2827 2.8395
H -1.8805 0.1770 1.9704
H -0.6202 0.9122 3.1710
H -0.2029 -0.7534 0.4925
N -0.3459 -1.6780 -0.6089
C -1.3285 -1.0822 -1.5568
C -0.8943 0.2574 -2.1631
N -0.7113 1.3029 -1.1408
H 0.5511 -1.8287 -1.1017
H -0.6555 -2.6300 -0.3420
H -2.2470 -0.8642 -0.9809
H -1.5538 -1.8455 -2.3230
H 0.0538 0.0214 -2.6862
H -1.6200 0.4527 -2.9811
H -0.4199 2.1794 -1.6132
H -1.6229 1.5260 -0.7782
```

Results
Spin multiplicity   1
Charge   +1
LUMO energy   -3.62 eV



No. 4
This record from OMol25 describes a cluster of 2 separate species, C5H16N3 in total in a non-equilibrium geometry. The level of theory is the ωB97M-V functional and the def2-TZVPD basis.

```
24
Properties=species:S:1:pos:R:3
C 1.8668 -0.9367 0.4470
C -0.3232 -1.9260 0.9310
N 0.6199 -1.0607 1.2327
N -0.2518 -2.6983 -0.1348
N -1.3051 -2.1274 1.8301
H 0.5023 -0.2233 1.7766
H 0.5706 -2.8106 -0.7094
H -0.8274 -3.5227 -0.2215
H -1.3894 -1.4769 2.5714
H -2.2077 -2.5201 1.6035
H 1.6254 -0.3831 -0.4575
H 2.3244 -1.8913 0.2265
H 2.5934 -0.3815 1.0180
C -0.5204 1.6207 -0.4587
C 0.7059 2.5717 -0.3142
C -1.1128 1.6588 -1.8702
H -1.2661 2.0922 0.1720
H -0.4605 0.6173 -0.0422
H 0.4202 3.3860 -0.9696
H 0.8098 2.7986 0.7359
H -0.4804 1.2050 -2.6184
H -1.4193 2.6815 -2.0806
H 1.6028 2.1669 -0.7849
H -2.0775 1.1599 -1.8827
```

Results
Spin multiplicity   1
Charge   +1
LUMO energy   -3.00 eV



Result set for HOMO-LUMO gap: 9.76 9.27 9.82 11.43 eV, one per record in the order listed.
Result set for HOMO level: -9.3754 -9.0286 -13.4386 -14.4337 eV, one per record in the order listed.